A structure of composition C17H15BrClN5O6Tc in a non-equilibrium geometry, computed with the ωB97M-V functional and the def2-TZVPD basis.

```
46
Properties=species:S:1:pos:R:3:forces:R:3
Tc 1.42090 1.96652 1.59726 -1.8337 0.2251 -1.1729
Br -4.97560 -4.05520 -0.64810 0.4070 -0.0363 -0.2575
C -3.25598 -3.98679 -1.41352 -0.0139 -0.0224 0.0871
C -2.42928 -5.11588 -1.38973 -0.2918 0.1243 0.0404
C -1.14561 -5.03756 -1.87626 0.4019 0.1932 -0.0850
C -0.64794 -3.80540 -2.34822 -1.8502 0.4617 0.3266
C -1.52645 -2.69827 -2.46068 0.3230 -0.2321 0.0622
C -2.80989 -2.79223 -1.99405 -0.2371 -0.0234 0.0977
N 0.62632 -3.68495 -2.76097 1.7130 -0.3948 -0.2390
N 1.37107 -2.74216 -2.89931 -0.3667 -0.6668 -0.7905
C 1.53328 -1.58855 -2.23686 -0.0038 0.8481 0.8475
C 2.05978 -0.47696 -2.92356 -0.2129 -0.1770 0.0948
C 2.10036 0.78237 -2.36158 -0.1667 0.3542 0.5772
C 1.64305 0.98203 -1.04407 0.0662 -0.6415 -0.4670
O 1.65101 2.09731 -0.40099 0.4639 0.8208 -0.0579
C 1.19078 -0.15935 -0.30171 0.0373 -0.4583 -0.5798
N 0.85708 0.11720 0.98276 0.0321 -0.6065 0.0391
C 0.56117 -0.88811 1.79144 -0.0358 -0.1234 0.2426
C 0.63935 -2.21481 1.36879 -0.0625 -0.1651 -0.2910
C 0.95744 -2.51387 0.05971 -0.1230 0.2567 0.4066
C 1.18926 -1.45895 -0.83904 -0.0350 0.4417 0.0457
H -2.80699 -6.04834 -0.99624 0.0128 -0.0161 0.0291
H -0.50345 -5.90516 -1.86269 0.1000 -0.0603 -0.0215
H -1.17803 -1.79305 -2.93664 -0.0120 0.1063 0.0107
H -3.47836 -1.94746 -2.07163 -0.0565 0.0021 0.0025
H 2.38536 -0.61179 -3.94456 0.0448 -0.0867 -0.0788
H 2.49180 1.62853 -2.90497 0.0055 0.0216 -0.0940
H 0.30711 -0.63566 2.81169 0.0175 -0.0081 0.0507
H 0.47101 -3.00469 2.08317 -0.0525 -0.0305 0.0827
H 1.07054 -3.54485 -0.23937 -0.0453 -0.0531 -0.0516
C -2.91083 3.92816 1.90619 -0.1987 -0.5574 0.0947
N -1.77391 4.73704 1.52319 0.4872 0.1251 -0.0924
C -0.55202 4.24114 1.33968 -0.3740 0.6798 -0.2242
N 0.43328 5.05656 0.95420 0.3082 -0.0405 0.0479
O -0.35346 2.98744 1.50378 0.7053 -0.7062 0.3212
H -3.76338 4.57586 2.07635 0.0156 0.0518 0.0150
H -2.69327 3.37212 2.81624 -0.0466 0.0627 0.0463
H -3.15794 3.21476 1.12084 -0.0448 0.0431 -0.0212
H -1.92912 5.72686 1.38945 0.1602 -0.1673 -0.0208
H 0.30334 6.04762 0.83576 -0.0711 -0.0135 0.0408
H 1.37541 4.70815 0.86355 -0.1164 0.0507 -0.0789
O 1.84495 1.64708 3.72433 -1.7956 -0.6071 0.7039
Cl 3.11213 2.12262 3.22548 1.4761 0.2508 2.1010
O 3.35996 1.24931 2.09038 0.2713 -1.1588 -1.7787
O 4.11861 2.11994 4.14511 1.2807 0.0556 1.0646
O 2.81714 3.40144 2.64540 -0.2830 1.8782 -1.0756
```
Forces are in eV/Å.

Values from the calculation:
⟨S²⟩ = 3.792
HOMO (spin up / spin down) = -13.8 / -14.7 eV
net charge = +2
spin multiplicity = 4
relative energy (zero: lowest compared OMol25 entry of this formula, charge and spin) = 114.29 kJ/mol
energy = -122347.002 eV
Kohn-Sham gap (spin up / spin down) = 0.230 / 0.234 Ha

Here are the Mulliken charges for atoms 1 to 6, given in e: Tc 0.5574; Br -0.0656; C 0.0769; C -0.4242; C -0.2195; C 0.0055